# 1
A 2-piece molecular cluster, C29H49FN4O9PS overall, computed with ωB97M-V with the def2-TZVPD basis set.

ORCA input file:
```
! RIJCOSX wB97M-V def2-TZVPD def2/J DEFGRID3
* xyz 1 1
C 0.39091 5.20156 1.76205
C -0.12580 3.87588 1.71511
N -0.82330 2.54489 1.40710
C -0.33538 2.13927 0.04267
C -1.24814 1.04783 -0.75932
C -0.32080 -0.32661 -0.88168
C 0.91226 -0.03737 -1.96665
C 1.55697 -1.40780 -2.59725
P 3.47764 -1.35858 -2.78004
O 3.93933 -1.35405 -4.32059
O 4.22774 0.02103 -2.02074
C 5.54022 0.33488 -2.61410
C 6.67055 -0.85206 -2.42971
O 4.11067 -2.79726 -1.97802
C 3.56109 -3.97708 -2.66692
C 2.53287 -4.82824 -1.65931
N -2.63536 0.80927 -0.20207
O -2.63520 0.12699 0.94680
C -3.06777 -1.25670 0.85161
C -2.62304 -1.96182 2.30653
N -2.97531 -1.10036 3.50685
C -2.52141 -1.86250 4.76919
C -2.31005 -0.81298 6.05156
C -2.02244 -1.62775 7.46739
O -1.08894 0.01003 5.77850
C -3.58077 0.26500 -1.27498
O -3.14822 -0.34313 -2.41551
N -5.11865 0.29097 -1.14294
C -5.69966 0.59821 -2.53806
O -6.41277 -0.34874 -3.17115
F -5.53204 1.92241 -3.22311
C -3.16365 2.21069 0.17889
C -3.33539 3.23480 -1.07692
O -2.59804 4.52910 -0.89328
C -3.50262 5.59555 -0.44999
C -3.29459 7.08047 -1.19131
C -4.17046 8.41940 -0.80649
C -5.31489 8.30640 0.39526
C -5.56711 6.83584 1.13464
C -4.65159 5.50734 0.71287
C -2.30187 2.84212 1.46167
H 0.66335 6.35120 1.93037
H -0.22069 3.14404 -0.59070
H 0.77813 1.74226 0.17791
H -1.33243 1.44878 -1.88114
H 0.10386 -0.64694 0.17868
H -0.92286 -1.23858 -1.30007
H 0.57555 0.73452 -2.79679
H 1.75581 0.52032 -1.34060
H 1.20287 -2.40053 -2.05724
H 1.13569 -1.49437 -3.70857
H 5.49342 0.68754 -3.73570
H 5.95915 1.27231 -2.00527
H 6.55871 -1.57705 -3.35202
H 6.48602 -1.38581 -1.40142
H 7.78129 -0.42126 -2.37338
H 4.44011 -4.68779 -2.98706
H 2.92676 -3.66503 -3.62714
H 2.77154 -5.96434 -1.84670
H 1.39710 -4.63338 -1.93777
H 2.72601 -4.55489 -0.52064
H -4.24749 -1.42060 0.82024
H -2.49894 -1.91686 0.04372
H -1.47782 -2.21097 2.25738
H -3.18777 -2.99346 2.41888
H -2.37761 -0.23949 3.51904
H -1.43635 -2.31443 4.57501
H -3.30496 -2.68495 5.08659
H -3.22391 -0.07114 6.17034
H -0.89176 -1.50774 7.80044
H -2.67824 -1.22885 8.36145
H -2.19172 -2.78996 7.31620
H -1.16015 0.84011 6.36168
H -5.40338 -0.70137 -0.96112
H -4.25643 2.03810 0.62811
H -2.99168 2.83791 -2.12165
H -4.49839 3.47963 -1.19253
H -2.47991 7.20601 -2.03416
H -3.96331 9.45086 -1.36134
H -5.90330 9.28535 0.67307
H -6.38349 6.79019 1.98624
H -4.84224 4.49472 1.26940
H -2.51802 3.97647 1.65077
H -2.71963 2.27330 2.42524
C 8.49175 -7.56389 -1.80280
S 6.94810 -6.63402 -1.64369
O 6.42273 -6.39186 -3.02760
C 7.71795 -5.09762 -1.07762
H 8.25923 -8.56106 -2.18439
H 9.16315 -7.05693 -2.49996
H 8.96622 -7.65372 -0.82290
H 8.43784 -4.74502 -1.82006
H 8.21852 -5.27112 -0.12234
H 6.93664 -4.34552 -0.94494
*
```

Results
F_max   10.2 eV/Å
E_HOMO   -10.34 eV
LUMO level   -5.38 eV
Gap between HOMO and LUMO   4.96 eV


# 2
C57H145Ca2Cl2N11O22 as an isolated structure, computed with ωB97M-V with the def2-TZVPD basis set.

ORCA input file:
```
! RIJCOSX wB97M-V def2-TZVPD def2/J DEFGRID3
* xyz 0 1
Ca 0.19904 -3.25937 1.54071
Ca -2.22288 -1.46800 4.41614
Cl -4.83972 -3.00046 3.63169
O -3.94610 -2.33087 2.69190
O -5.23251 -4.26005 3.13047
O -4.05617 -3.20871 4.88509
O -5.90449 -2.07938 3.94528
Cl 0.09114 0.48996 1.30417
O -0.28886 -0.68191 2.04887
O -0.79215 1.57557 1.68913
O 1.45519 0.92369 1.57662
O -0.11008 0.23135 -0.10871
O -0.88113 -3.02156 3.63806
C -0.94065 -4.24699 4.38389
C -0.90576 -5.46085 3.41631
O -0.12412 -5.35959 2.28912
H -1.90653 -4.19082 4.94945
H -0.02040 -4.25962 5.15291
H -1.98719 -5.71528 3.28345
H -0.46294 -6.13555 4.13284
C -6.63250 -1.70016 -1.00667
C -6.66826 -0.32187 -0.32544
C -5.38005 0.31597 0.13091
C -4.58484 1.00829 -0.98713
C -5.43785 1.95829 -1.85654
C -6.56005 1.21338 -2.46194
N -7.34737 0.65540 -1.26845
O -8.51624 -0.00135 -1.71276
C -7.55484 2.25729 -3.11310
C -6.09311 0.24798 -3.52553
C -7.56336 -0.53895 0.87534
H -5.86865 -1.76837 -1.79395
H -7.54371 -1.87521 -1.48110
H -6.34213 -2.47083 -0.28326
H -5.59226 1.08903 0.92588
H -4.77317 -0.43306 0.68614
H -4.05523 0.19010 -1.56008
H -3.77243 1.49602 -0.50541
H -4.73681 2.36233 -2.66145
H -5.73018 2.77339 -1.28494
H -8.23300 1.79349 -3.76656
H -8.17193 2.78995 -2.42474
H -7.07171 3.06859 -3.68623
H -5.29340 -0.39034 -3.04710
H -6.85000 -0.48235 -3.82599
H -5.69735 0.78974 -4.35942
H -7.70467 0.38606 1.36260
H -7.09185 -1.09343 1.69079
H -8.47503 -0.98008 0.62695
H -9.15317 0.69046 -1.51960
C 1.56482 -2.41356 -7.27896
C 3.02629 -2.74441 -7.02358
C 3.56665 -1.61336 -6.09810
C 3.29733 -1.89452 -4.62008
C 3.83791 -3.29456 -4.25692
C 3.32993 -4.44317 -5.11586
N 3.41845 -4.01799 -6.49801
O 2.68787 -5.01348 -7.34490
C 4.19126 -5.63451 -4.88435
C 1.85935 -4.78527 -4.69675
C 3.71322 -2.62508 -8.38939
H 1.47439 -1.51674 -7.89204
H 1.10987 -2.20288 -6.30917
H 1.04516 -3.23224 -7.72447
H 4.62068 -1.61428 -6.21376
H 3.27839 -0.61125 -6.43352
H 2.25932 -2.07294 -4.44138
H 3.57375 -1.05312 -3.98776
H 3.54886 -3.50664 -3.16361
H 4.97580 -3.21530 -4.31029
H 5.23394 -5.45160 -5.04154
H 4.19754 -5.99524 -3.88793
H 3.82815 -6.41438 -5.61686
H 1.62074 -5.77968 -5.08902
H 1.73056 -4.77618 -3.56944
H 1.17017 -4.10485 -5.15719
H 3.36867 -3.46337 -8.95714
H 4.78381 -2.65878 -8.15232
H 3.55878 -1.70756 -9.04100
H 3.42433 -5.52450 -7.62405
C 4.25516 -1.53011 3.31189
C 3.00691 -1.73790 2.46697
C 3.27382 -1.49264 0.96194
O 2.02396 -1.60727 0.23254
C 2.13527 -1.26228 -1.17043
N 2.46805 -3.05553 2.65869
H 4.84875 -2.48485 3.29699
H 4.06100 -1.31299 4.33949
H 4.95804 -0.73408 3.04393
H 2.20319 -0.98291 2.73276
H 3.91809 -2.31689 0.65690
H 3.73121 -0.50861 0.79664
H 2.70628 -1.91119 -1.83611
H 2.50860 -0.22130 -1.20085
H 1.13371 -1.31414 -1.71501
H 3.01423 -3.70972 2.15241
H 2.20631 -3.35701 3.59055
C -3.85257 2.86611 3.10036
C -3.56779 1.68879 3.90771
C -4.65518 1.19188 4.80947
O -4.04180 0.22902 5.65000
C -4.81922 -0.18167 6.76925
N -3.01739 0.58586 3.14928
H -4.19361 3.67318 3.80745
H -4.65449 2.69027 2.33513
H -2.97253 3.27364 2.72861
H -2.75117 1.98962 4.60926
H -5.44469 0.82785 4.16557
H -5.06238 2.00234 5.47645
H -4.79844 0.59024 7.52301
H -4.65294 -1.23662 7.07284
H -5.81906 -0.13857 6.43156
H -3.76234 0.38569 2.49178
H -2.23927 0.78261 2.53164
C 0.92278 5.11882 1.64674
C 2.42632 4.97627 1.91485
C 2.65337 3.89839 2.87595
O 3.99616 3.83235 3.33849
C 4.07996 3.21708 4.60129
N 3.20635 4.80421 0.63651
H 0.73711 5.93400 0.99819
H 0.42345 5.35396 2.59268
H 0.48627 4.21540 1.10984
H 2.77426 5.90025 2.43235
H 2.38695 2.91953 2.32392
H 2.01588 4.05714 3.71861
H 3.68674 3.89514 5.40558
H 5.05581 2.88606 4.74337
H 3.36067 2.39947 4.54939
H 4.10502 5.36581 0.65492
H 3.56496 3.84434 0.63286
C 6.78984 2.50915 0.95194
C 7.55972 3.68649 1.42344
C 8.74324 4.09850 0.63588
O 9.30521 5.26262 1.17115
C 10.06363 5.94551 0.17790
N 6.64463 4.78179 1.60261
H 6.33508 2.63358 -0.02371
H 5.95262 2.28034 1.67496
H 7.40822 1.59623 0.87670
H 7.95222 3.33181 2.39427
H 8.51060 4.25042 -0.46512
H 9.43558 3.24503 0.65436
H 9.46630 6.30361 -0.73800
H 10.79139 5.22055 -0.22834
H 10.44444 6.85836 0.67612
H 5.85421 4.41490 2.08787
H 7.05300 5.56952 2.06440
C 2.66304 2.70954 -2.70398
C 1.81935 3.92662 -2.90128
C 0.51303 3.84316 -2.12564
O -0.37620 2.91716 -2.78041
C -1.38673 2.72165 -1.86902
N 2.56058 5.12033 -2.49746
H 2.15331 1.70509 -2.90822
H 2.95016 2.70141 -1.68269
H 3.61689 2.69165 -3.24137
H 1.51502 4.07323 -3.90351
H 0.03782 4.82915 -2.02655
H 0.68572 3.47139 -1.15173
H -1.91038 3.64059 -1.60691
H -0.95033 2.39773 -0.91362
H -2.08458 1.95959 -2.31939
H 2.05486 6.02315 -2.53315
H 2.89881 5.01111 -1.53677
C -0.82852 -1.45364 8.96796
C -1.20826 -1.09915 7.56936
C -0.11825 -0.38995 6.90364
O -0.41749 -0.04729 5.55498
C 0.60214 0.61591 4.89956
N -1.62718 -2.25429 6.81226
H -0.56372 -0.61816 9.60084
H 0.01783 -2.14969 8.96192
H -1.57772 -2.07967 9.47073
H -2.05004 -0.44002 7.62471
H 0.79409 -0.97541 6.85788
H 0.21213 0.47146 7.45449
H 0.95578 1.55739 5.29646
H 0.23138 0.81574 3.85845
H 1.43065 -0.08848 4.90820
H -2.44227 -2.70149 7.27959
H -0.89158 -2.96300 6.85277
C -3.58540 -4.06152 -0.43876
C -2.06740 -3.82568 -0.87137
C -1.99539 -3.53501 -2.37536
O -0.69360 -3.04590 -2.62127
C -0.58908 -2.58638 -3.98961
N -1.58035 -2.63050 -0.16694
H -3.66099 -4.57540 0.55361
H -4.02574 -4.73311 -1.20336
H -4.21638 -3.13842 -0.36132
H -1.41623 -4.70120 -0.60470
H -2.78858 -2.78113 -2.58401
H -2.06038 -4.46146 -2.97958
H 0.39542 -2.11992 -3.97596
H -1.36193 -1.83501 -4.22915
H -0.66113 -3.37709 -4.70234
H -1.01634 -2.06232 -0.79601
H -2.33043 -2.04181 0.12097
C -3.80347 4.72774 0.13138
C -3.63932 6.22672 0.44512
C -2.62057 6.91383 -0.46758
O -3.09491 6.75893 -1.77084
C -2.22785 7.14526 -2.79856
N -4.94459 6.82447 0.56740
H -4.59479 4.28225 0.76277
H -2.85039 4.16592 0.27235
H -4.09138 4.72029 -0.91395
H -3.22536 6.34987 1.50908
H -1.52003 6.55953 -0.39901
H -2.51378 8.03660 -0.24013
H -2.74887 7.04754 -3.72776
H -1.32514 6.53398 -2.69851
H -1.94034 8.16930 -2.67252
H -4.83772 7.84276 0.67194
H -5.55907 6.70380 -0.20821
C 0.95048 -6.85090 -0.76054
C 1.82980 -5.84391 -0.16618
C 3.31306 -5.85067 -0.60405
O 4.02914 -4.75079 -0.06186
C 5.31401 -4.77081 -0.62594
N 1.28232 -4.45795 -0.50616
H -0.10055 -6.60825 -0.40210
H 1.05915 -7.87728 -0.26991
H 1.17210 -7.08088 -1.80235
H 1.85336 -5.88387 0.94590
H 3.28507 -5.80974 -1.70978
H 3.78199 -6.83687 -0.35649
H 5.17882 -4.54354 -1.71458
H 5.94947 -5.74045 -0.52013
H 5.97606 -3.98416 -0.12914
H 1.99689 -3.71615 -0.45007
H 0.79883 -4.42807 -1.38275
C -0.04907 0.85636 -5.02976
O 0.01816 0.25916 -3.75904
H -0.10756 0.06718 -5.78046
H -0.82672 1.55285 -4.98146
H 0.78651 1.49461 -5.29493
H 0.15669 0.88710 -3.05808
*
```

Results
F_max   4.0 eV/Å
E_HOMO   -7.15 eV
LUMO level   0.12 eV
Gap between HOMO and LUMO   7.27 eV